No. 1
Molecular formula: C4H9N2S
Method: DFT, ωB97M-V/def2-TZVPD

```
16
Properties=species:S:1:pos:R:3
C 2.22 1.80 0.38
N 1.19 1.20 0.02
C 1.04 -0.18 -0.32
C -0.33 -0.45 -1.06
N -1.43 -0.06 -0.12
C -1.91 -1.09 0.74
S -1.84 1.42 0.04
H 2.11 2.80 0.72
H 3.29 1.35 0.50
H 1.24 -0.81 0.52
H 1.66 -0.49 -1.15
H -0.44 0.01 -1.98
H -0.41 -1.50 -1.23
H -1.42 -2.08 1.06
H -2.12 -0.59 1.71
H -2.83 -1.31 0.16
```

- Largest force on an atom: 3.295 eV/A
- Total charge: +1
- Energy relative to the best compared isomer or geometry (same formula, charge and spin): 417.9 kJ/mol
- E_HOMO (alpha / beta): -13.6 / -13.6 eV

***

No. 2
Molecular formula: C9H14AlBr3CaClF7N2Na2O7S
Method: DFT, ωB97M-V/def2-TZVPD

```
48
Properties=species:S:1:pos:R:3
C 1.19 -3.91 1.70
C 0.93 -2.78 1.40
N 0.70 -1.44 0.93
C -0.72 -1.40 0.58
C -1.33 0.00 0.34
C -2.89 -0.21 0.11
N -3.35 -0.87 -1.14
O -3.68 0.11 0.92
S 1.75 -1.22 -0.49
O 2.72 -0.25 -0.04
O 2.40 -2.45 -0.78
F 0.86 -0.75 -1.93
H 1.05 -4.96 1.83
H -1.27 -1.83 1.50
H -0.91 -2.00 -0.38
H -1.26 0.62 1.23
H -0.88 0.44 -0.56
H -3.24 -1.89 -1.07
H -2.67 -0.57 -1.85
Ca -1.80 -3.45 0.18
Cl 4.00 -0.23 1.99
C 1.77 2.42 -1.68
C 2.59 3.33 -2.54
O 1.59 3.94 -3.40
C 0.40 3.86 -2.74
O -0.60 4.41 -3.10
O 0.49 3.08 -1.63
H 2.19 2.31 -0.68
H 1.64 1.43 -2.12
H 3.09 4.12 -1.97
H 3.34 2.78 -3.13
C 5.04 5.28 1.32
Br 6.65 5.59 2.35
Br 5.19 6.02 -0.46
Br 4.57 3.41 1.30
H 4.24 5.81 1.82
F -7.09 -5.27 0.31
Al -6.41 -3.94 1.10
F -4.74 -3.76 0.61
F -6.47 -4.21 2.80
F -7.26 -2.45 0.77
O 2.61 -3.04 4.30
H 2.49 -2.09 4.19
H 3.28 -3.11 4.99
Na 0.69 2.13 -4.35
F 4.07 1.32 -2.90
F -7.38 -3.61 -1.50
Na -7.66 -0.53 1.44
```

- Largest force on an atom: 5.357 eV/A
- Energy relative to the best compared isomer or geometry (same formula, charge and spin): 103.6 kJ/mol
- E_HOMO: -6.8 eV